Density functional theory data (wB97M-V/def2-TZVPD) for C2H18BaO9 as an isolated structure in a non-equilibrium geometry.

As for the energy above the lowest of the compared OMol25 structures with the same formula, charge and spin: 91.50 kcal/mol. Its lowest unoccupied orbital energy is -1.56 eV. Its total energy is -21484.2420 eV.

Structure (ORCA input):
```
! wB97M-V def2-TZVPD RIJCOSX def2/J DEFGRID3
* xyz 0 1
Ba 0.42 -0.12 -0.06
O -0.34 2.22 1.58
C -1.34 1.54 2.22
C -2.66 1.56 1.38
O -3.76 0.93 2.04
H -1.50 1.82 3.21
H -0.99 0.48 2.32
H -2.50 1.00 0.47
H -2.94 2.60 1.09
O -0.17 -2.86 0.14
H 0.13 -3.46 0.78
H -1.09 -3.18 -0.04
O -0.30 2.08 -1.42
H -0.90 2.67 -0.94
H -0.50 2.40 -2.34
O 1.05 -1.28 2.54
H 1.92 -0.89 2.72
H 1.16 -2.24 2.73
O 2.55 1.29 -1.12
H 2.48 1.51 -2.04
H 3.43 0.94 -0.86
O 1.01 -1.10 -2.58
H 1.89 -1.10 -2.99
H 0.40 -0.59 -3.08
O -2.08 -0.36 -1.54
H -2.50 0.45 -1.84
H -2.64 -0.86 -0.92
O 2.94 -1.65 -0.41
H 3.18 -2.22 -1.19
H 3.69 -1.56 0.16
*
```

Here is what Löwdin gives for the atomic charges, in e:
1 Ba 2.030
2 O -0.452
3 C -0.512
4 C -0.477
5 O -0.442
6 H 0.070
7 H 0.032
8 H 0.011
9 H 0.087
10 O -0.150
11 H 0.014
12 H 0.093
13 O -0.227
14 H 0.053
15 H 0.077
16 O -0.145
17 H 0.054
18 H 0.065
19 O -0.168
20 H 0.028
21 H 0.071
22 O -0.151
23 H 0.067
24 H 0.020
25 O -0.162
26 H 0.047
27 H 0.068
28 O -0.134
29 H 0.091
30 H 0.044

***

Density functional theory data (wB97M-V/def2-TZVPD) for one molecule with the formula C4H6OS in a non-equilibrium geometry.

As for the energy above the lowest of the compared OMol25 structures with the same formula, charge and spin: 51.01 kcal/mol. Its lowest unoccupied orbital energy is -0.15 eV. Its total energy is -17125.9180 eV.

Structure (ORCA input):
```
! wB97M-V def2-TZVPD RIJCOSX def2/J DEFGRID3
* xyz 0 1
O 0.05 -1.30 -1.60
C -0.43 -0.29 -0.70
C 0.75 0.68 -0.21
C 0.32 0.42 1.24
S 0.85 1.05 2.59
C -0.77 -0.59 0.87
H 0.46 -0.68 -2.29
H -1.20 0.35 -1.23
H 1.78 0.53 -0.47
H 0.56 1.76 -0.49
H -1.81 -0.30 1.16
H -0.55 -1.63 1.13
*
```

Here is what Löwdin gives for the atomic charges, in e:
1 O -0.073
2 C -0.320
3 C -0.148
4 C -0.837
5 S 0.733
6 C -0.094
7 H 0.125
8 H 0.145
9 H 0.106
10 H 0.129
11 H 0.117
12 H 0.118

***

Calculated frontier orbital gap (eV), listed in the same order as above: 2.39; 8.52
Calculated highest occupied orbital energy (eV), listed in the same order as above: -4.0; -8.7
Calculated molar mass (g mol⁻¹), listed in the same order as above: 323.49; 102.16